Entry 1:
Formula: C20H30ClKO19
Source: the OMol25 dataset
Level of theory: the ωB97M-V functional and the def2-TZVPD basis

```
71
Properties=species:S:1:pos:R:3:forces:R:3
K -1.06664 -3.61180 2.86893 0.04 0.09 -0.14
Cl 0.13616 -0.81929 -0.10872 1.42 -0.66 6.16
O -0.53497 0.23874 -0.65275 -3.08 4.14 -1.75
O 0.99385 -0.38006 0.99718 0.54 0.51 -0.60
O -0.77676 -1.70335 0.57930 -1.07 -1.28 -0.82
O 0.89415 -1.39322 -1.10037 2.06 -2.75 -2.65
C 0.47708 3.27446 0.24690 0.11 -0.49 -0.21
C -0.76090 3.60444 -0.60645 2.33 -1.50 2.07
C -1.58175 4.66002 0.03349 -0.13 -0.47 1.06
O -1.82869 5.51802 -1.02797 -1.89 1.76 -0.39
C -1.07935 5.23103 -2.08182 0.94 1.39 -2.78
O -1.05310 5.83326 -3.14544 -0.39 -1.07 2.33
O -0.27034 4.21699 -1.78225 -0.22 -0.76 -0.72
H 1.16481 2.67222 -0.34675 0.08 0.14 -0.07
H 0.29659 2.65617 1.12624 -0.51 0.00 0.00
H 0.97241 4.18176 0.59267 0.03 0.11 -0.23
H -1.31421 2.67450 -0.73745 0.00 0.09 -0.83
H -1.03203 5.16978 0.82473 -0.03 0.26 -0.03
H -2.47681 4.21518 0.46831 -0.31 0.44 -0.20
C 4.02101 0.32124 2.55233 -0.01 1.47 -0.90
C 3.70855 -1.12604 2.75830 -2.40 1.21 -0.19
C 3.78635 -2.02366 1.53712 -0.20 1.43 0.34
O 4.88010 -2.85833 1.87185 0.12 -0.82 -0.16
C 5.36547 -2.61104 3.11825 2.35 -0.07 -0.46
O 6.43240 -3.11216 3.49451 -3.79 1.66 -0.26
O 4.57530 -1.62524 3.68665 3.23 -2.65 1.52
H 3.29251 0.84593 1.93419 -0.55 -0.36 0.03
H 4.92457 0.50683 1.97161 0.47 -0.44 0.21
H 4.09712 0.90919 3.46699 0.03 -0.36 0.23
H 2.71645 -1.23958 3.19531 -0.23 0.28 -0.01
H 3.98752 -1.36297 0.69384 0.36 -0.54 -0.36
H 2.80927 -2.47790 1.37254 0.47 -0.76 -0.06
C -4.53678 -1.92010 -0.03547 -0.79 0.98 0.24
C -4.01530 -1.91221 -1.44358 2.14 0.69 1.51
C -2.94341 -2.92430 -1.58014 2.77 -1.39 0.80
O -3.23400 -3.73518 -2.72108 -1.03 0.02 0.00
C -4.45592 -3.35481 -3.12211 -1.08 -0.46 -3.39
O -5.05593 -3.71906 -4.13360 1.55 0.33 2.68
O -4.91069 -2.37253 -2.34382 -3.13 0.22 -1.67
H -5.30544 -1.17110 0.15491 -0.24 0.10 -0.41
H -3.75388 -1.60972 0.65650 0.26 -0.64 0.04
H -5.00300 -2.88540 0.16187 0.39 -0.10 0.33
H -3.51875 -0.97906 -1.70957 -0.86 0.62 -0.24
H -2.92241 -3.51642 -0.66524 0.27 -0.50 -0.23
H -1.94055 -2.53995 -1.76621 -0.11 0.18 0.33
C -1.68625 0.74416 3.36472 1.60 0.50 -1.40
C -0.35211 0.49733 4.12661 -2.12 0.46 -0.85
C 0.24614 1.66730 4.85833 -0.58 0.54 0.60
O 0.54401 1.09551 6.10500 0.69 -2.05 2.53
C -0.13813 -0.11046 6.29305 -0.74 -0.86 2.01
O -0.29332 -0.83573 7.27661 1.44 2.79 -2.03
O -0.78677 -0.37543 5.17663 0.50 -0.55 -0.85
H -2.45701 1.22988 3.96314 0.16 -0.40 0.25
H -2.02483 -0.13244 2.81242 -0.15 -0.38 0.69
H -1.49842 1.38975 2.50679 0.21 0.50 0.02
H 0.49891 0.10761 3.56806 -0.62 -0.83 -0.47
H -0.42585 2.48181 5.12867 -0.23 0.24 -0.71
H 1.16036 2.04043 4.39672 -0.10 0.01 0.03
C -0.12871 -0.18444 -4.22075 -0.61 -0.02 0.19
C 1.15765 -0.79626 -4.72791 -1.18 -1.01 -0.24
C 0.98838 -1.54650 -6.07212 -0.13 0.38 1.50
O 2.02762 -0.94998 -6.84930 -0.36 -1.56 -2.03
C 2.50670 0.15717 -6.31258 0.83 1.99 -0.28
O 3.25858 0.97215 -6.83491 -1.64 -2.16 1.20
O 1.95948 0.26330 -5.09730 1.92 2.26 0.59
H -0.62375 0.33606 -5.04058 -0.01 -0.14 -0.28
H -0.01703 0.59510 -3.46713 0.47 -0.36 0.25
H -0.82071 -0.93315 -3.83519 0.05 -0.09 0.05
H 1.66034 -1.48454 -4.04844 0.07 0.48 0.52
H -0.03536 -1.35464 -6.39343 0.28 0.12 -0.94
H 1.12002 -2.61925 -5.93081 0.32 0.12 -0.45
```
Positions in Å, forces in eV/Å.

Properties
<S²> ... 0.750
Spin multiplicity ... 2
Gap between HOMO and LUMO (alpha / beta) ... 3.5 / 10.0 eV
Charge ... -1
Highest occupied orbital energy (alpha / beta) ... -1.7 / -8.2 eV
Max |F| ... 6.36 eV/A

***

Entry 2:
Formula: C20H30MnNO18
Source: the OMol25 dataset
Level of theory: the ωB97M-V functional and the def2-TZVPD basis

```
70
Properties=species:S:1:pos:R:3:forces:R:3
Mn -3.61520 -0.01438 2.02733 2.09 0.34 -1.61
N -0.47233 -0.84451 1.46900 0.35 -0.62 -1.01
O -0.43302 -2.05464 1.48328 -0.18 0.26 0.37
O -1.67674 -0.27792 1.61492 -0.81 0.53 0.70
O 0.47000 -0.11851 1.20091 -0.94 -0.01 0.56
C 2.63693 2.86314 -1.58032 -0.23 -0.15 0.45
C 1.39976 2.02940 -1.83733 0.55 -0.10 0.40
C 0.08856 2.61204 -1.29432 0.54 0.62 -0.10
O -0.78563 2.57562 -2.41635 -0.23 -0.38 0.31
C -0.12194 2.12687 -3.52827 0.09 0.33 0.89
O -0.67190 2.01102 -4.56252 -0.39 -0.23 -0.97
O 1.15596 1.88107 -3.25039 -0.05 0.03 0.18
H 2.49015 3.91220 -1.83071 0.15 -0.04 -0.34
H 3.48497 2.39919 -2.07797 0.06 0.30 -0.22
H 2.86344 2.82932 -0.50866 -0.10 -0.03 -0.05
H 1.60910 1.03864 -1.42984 -0.30 -0.16 -0.14
H 0.21535 3.65428 -0.98984 0.02 0.00 -0.08
H -0.30813 2.07921 -0.43430 -0.18 -0.35 -0.13
C -4.91178 0.11381 -3.42552 0.14 0.29 0.89
C -3.63231 0.83517 -3.03383 -0.58 0.23 -0.55
C -3.80301 2.35976 -2.82378 0.84 -0.85 -1.11
O -3.70172 2.51027 -1.38363 -0.76 0.24 -0.11
C -3.53042 1.34142 -0.84488 -0.01 0.01 -0.94
O -3.66884 1.17300 0.36864 -0.27 -0.45 1.38
O -3.24357 0.38272 -1.68343 -0.20 -0.01 0.21
H -4.73139 -0.95779 -3.36739 -0.11 -0.05 -0.40
H -5.22964 0.45108 -4.40893 0.11 -0.25 -0.17
H -5.71561 0.36435 -2.72257 0.04 -0.01 -0.05
H -2.86787 0.59874 -3.77108 0.45 0.02 0.45
H -4.74899 2.65967 -3.26831 -0.28 0.34 0.80
H -3.00790 2.91488 -3.31254 0.11 0.09 0.34
C 2.14857 -4.02850 1.98511 -0.57 -0.04 0.47
C 3.25855 -3.08661 1.58299 0.22 0.33 0.27
C 3.31393 -1.73491 2.33094 -0.48 0.03 -0.28
O 4.64079 -1.63217 2.81406 -0.14 -0.14 -0.05
C 5.33827 -2.75762 2.49066 0.02 0.23 0.33
O 6.49409 -2.89380 2.70340 -0.06 -0.17 -0.04
O 4.51568 -3.67419 1.93757 0.19 0.06 -0.36
H 2.49204 -5.04822 2.14868 0.27 0.02 -0.37
H 1.33949 -4.03788 1.25808 0.02 -0.02 -0.04
H 1.71561 -3.73847 2.94774 0.02 0.12 -0.08
H 3.23992 -2.85822 0.51516 0.19 -0.42 -0.09
H 2.56035 -1.70874 3.12440 0.38 0.03 0.27
H 3.12894 -0.88574 1.67123 -0.03 -0.07 -0.03
C -1.20965 -4.08384 -1.55509 -0.70 -0.11 0.62
C -1.71637 -2.66879 -1.73583 0.32 0.14 0.38
C -0.58861 -1.65414 -1.83693 -0.70 0.18 0.40
O -0.29712 -1.67329 -3.22648 0.37 -0.02 0.09
C -1.41414 -2.07024 -3.88084 -0.27 -0.29 0.69
O -1.57217 -2.05235 -5.04055 -0.05 0.22 -1.17
O -2.36619 -2.50944 -2.99816 0.36 0.25 0.06
H -1.01409 -4.22614 -0.48832 0.39 -0.03 -0.13
H -0.32912 -4.29884 -2.15492 0.06 0.03 -0.01
H -1.99787 -4.79953 -1.79054 0.04 0.03 -0.21
H -2.38155 -2.34846 -0.93249 -0.30 -0.29 -0.14
H 0.22418 -1.91217 -1.16175 0.45 -0.06 -0.53
H -0.95388 -0.65322 -1.58447 0.11 0.03 0.06
C 0.61648 2.98123 2.72572 -0.61 -0.63 0.28
C 0.58665 2.29518 4.08534 -0.03 -0.21 -0.17
C 1.56181 1.11003 4.19483 0.21 0.37 -1.34
O 2.40785 1.45528 5.26165 -0.01 -0.42 0.24
C 2.17402 2.73403 5.65287 -0.38 -0.58 -0.23
O 2.85024 3.32626 6.40098 0.61 0.64 0.79
O 1.04620 3.20927 5.07906 -0.11 -0.18 -0.24
H 0.01180 2.38831 2.03246 0.13 0.04 -0.08
H 1.64066 2.99817 2.35820 0.00 0.34 -0.04
H 0.17045 3.96973 2.80628 0.20 0.12 -0.08
H -0.40730 1.93254 4.36726 -0.12 0.45 -0.03
H 2.16508 1.04790 3.28194 0.07 0.05 0.06
H 1.07015 0.13849 4.25238 0.05 0.02 0.81
```
Positions in Å, forces in eV/Å.

Properties
<S²> ... 8.753
Spin multiplicity ... 6
Gap between HOMO and LUMO (alpha / beta) ... 5.5 / 5.4 eV
Charge ... +1
Highest occupied orbital energy (alpha / beta) ... -12.6 / -12.6 eV
Max |F| ... 2.66 eV/A

***

Entry 3:
Formula: C20H30MoNP
Source: the OMol25 dataset
Level of theory: the ωB97M-V functional and the def2-TZVPD basis

```
53
Properties=species:S:1:pos:R:3:forces:R:3
C 0.53578 2.93216 -3.07342 -0.01 -0.06 0.28
C -0.73844 2.45488 -2.76514 -0.11 -0.32 0.09
C -0.91145 1.42370 -1.82686 0.52 0.55 -0.21
C 0.22292 0.90051 -1.19784 0.12 -0.25 0.96
C 1.50949 1.38852 -1.49160 -0.39 0.46 -0.11
C 1.66084 2.42968 -2.40896 0.12 -0.37 0.04
C -2.28153 0.94510 -1.44916 -0.05 0.20 0.46
C -2.40018 -0.53960 -1.04984 -2.30 -0.09 -2.86
N -2.56374 -1.38787 -2.19695 0.59 0.39 1.57
Mo -0.07291 -0.28616 0.60312 -1.41 2.76 -0.36
C 2.65414 0.76310 -0.73377 -0.11 -0.10 0.57
P 2.00223 -0.92694 -0.23301 2.59 0.91 -2.42
H -1.62851 2.87362 -3.24147 0.36 -0.07 -0.01
H 2.66006 2.83258 -2.59071 -0.36 -0.08 -0.14
H 0.65732 3.70683 -3.82601 -0.05 -0.08 0.19
H 2.91521 1.32488 0.18407 -0.04 -0.10 -0.39
H 3.57228 0.65756 -1.33526 -0.29 -0.09 0.26
H -2.67283 1.53074 -0.59494 0.18 -0.04 -0.32
H -2.97944 1.12904 -2.28428 0.15 -0.27 0.43
H -1.55620 -0.96380 -0.37545 0.60 -0.36 0.31
C 3.37093 -1.73539 0.60426 -0.19 -0.27 0.74
C 2.10079 -1.71360 -1.87430 -0.52 -0.43 -0.18
H -3.32338 -0.66729 -0.46431 0.56 -0.07 0.28
C -1.49252 -1.43925 -3.15560 0.18 0.06 -0.72
C -3.17504 -2.67415 -1.93902 -0.44 -0.39 0.14
H 0.39690 -1.38116 1.98324 -1.30 -1.74 0.10
H -1.84088 -2.00864 -4.02816 0.15 0.22 0.22
H -1.21274 -0.43448 -3.48583 -0.02 -0.20 0.03
H -0.58422 -1.94884 -2.77949 -0.25 0.08 0.14
H -3.40240 -3.15712 -2.89767 0.01 0.13 0.31
H -2.53361 -3.36363 -1.35782 0.00 0.20 -0.14
H -4.11213 -2.52862 -1.38590 0.22 -0.11 -0.17
H 3.14831 -1.68060 -2.21059 -0.29 -0.09 0.26
H 1.75917 -2.75385 -1.80476 0.18 0.15 -0.16
H 1.48245 -1.18218 -2.60525 0.13 -0.08 0.25
H 4.27717 -1.62160 -0.00919 -0.32 -0.02 0.22
H 3.52020 -1.29532 1.59702 0.16 -0.18 -0.16
H 3.12573 -2.80041 0.71533 0.24 0.21 0.05
H -0.28514 -1.80358 1.57670 1.23 -0.26 1.52
C -0.12094 1.55691 1.65304 0.30 0.36 1.05
C -0.09399 1.20578 3.11329 -0.38 0.00 -1.53
C 1.07073 0.67663 3.70423 0.25 -0.70 0.01
C 1.02855 0.16155 5.00347 -0.10 0.07 -0.02
C -0.16341 0.24374 5.74120 0.38 -0.16 -0.22
C -1.30471 0.83972 5.18652 -0.28 0.36 -0.22
C -1.26922 1.32645 3.88429 -0.27 -0.50 0.17
H 0.77527 2.09158 1.30633 -0.19 -0.08 -0.15
H -1.04920 2.04754 1.32155 0.28 0.03 0.00
H 1.99270 0.62637 3.11227 -0.22 0.12 0.30
H 1.91890 -0.31088 5.43382 -0.41 0.30 -0.13
H -0.20773 -0.17343 6.74888 0.05 0.18 -0.29
H -2.23095 0.92754 5.77194 0.55 -0.06 -0.27
H -2.15066 1.78169 3.42801 0.20 -0.14 0.23
```
Positions in Å, forces in eV/Å.

Properties
<S²> ... 2.160
Spin multiplicity ... 3
Gap between HOMO and LUMO (alpha / beta) ... 5.3 / 6.1 eV
Charge ... +2
Highest occupied orbital energy (alpha / beta) ... -14.5 / -14.9 eV
Max |F| ... 3.67 eV/A

***

Entry 4:
Formula: C20H30N2O3S
Source: the OMol25 dataset
Level of theory: the ωB97M-V functional and the def2-TZVPD basis

```
56
Properties=species:S:1:pos:R:3:forces:R:3
C -4.56635 -2.20386 1.21919 -0.29 -0.02 0.11
H -4.66129 -1.72976 2.19516 -0.04 -0.05 -0.08
O -3.22092 -2.01528 0.84040 0.34 -0.02 -0.27
C -2.78795 -2.48358 -0.36916 0.12 -0.04 -0.14
C -3.62304 -3.17260 -1.24332 -0.22 0.04 0.23
C -3.15837 -3.63534 -2.46145 0.10 0.04 0.01
C -1.84500 -3.41742 -2.83456 -0.07 -0.05 -0.06
C -1.01074 -2.73482 -1.97393 -0.01 0.06 0.13
C -1.44800 -2.25868 -0.73919 -0.23 -0.14 -0.20
C -0.41746 -1.53437 0.05692 0.00 0.11 0.27
O 0.72127 -1.38174 -0.38208 0.18 -0.19 -0.12
N -0.77123 -1.06138 1.26417 -0.11 0.05 0.16
H -1.73677 -1.10578 1.55040 0.01 -0.12 -0.10
C 0.15077 -0.31291 2.10220 0.05 0.20 0.07
C -0.25943 -0.40306 3.57085 0.01 0.00 -0.02
C 0.90892 -0.58838 4.53229 0.15 0.53 0.04
H 1.62867 -1.31617 4.15530 -0.03 -0.13 0.06
H 0.53550 -0.93289 5.49674 0.04 -0.07 -0.02
S 1.82375 0.93336 4.95370 0.06 -0.18 0.02
C 2.91031 1.13691 3.51486 -0.46 -0.08 0.29
H 3.65894 1.86799 3.80305 0.09 0.04 -0.04
H 3.38927 0.18923 3.28549 0.13 -0.04 -0.09
H 2.34369 1.50439 2.66557 0.16 0.04 -0.14
H -0.80231 0.50962 3.83242 -0.04 -0.12 -0.01
H -0.93418 -1.25413 3.69670 -0.01 -0.03 -0.05
H 1.14608 -0.74239 1.93797 -0.13 0.09 0.05
C 0.13849 1.14657 1.58174 0.21 -0.52 0.16
O -0.49282 2.03088 2.12106 -0.22 0.27 0.14
N 0.87710 1.28242 0.46957 0.37 0.09 -0.47
H 1.20057 0.42658 0.02767 -0.09 0.00 0.25
C 0.85100 2.47553 -0.35422 -0.21 0.42 0.02
C -0.15466 2.30580 -1.50077 0.07 -0.13 0.18
C 0.28167 1.37536 -2.63223 -0.11 0.30 -0.13
H 0.63179 0.42247 -2.23532 -0.04 -0.17 0.01
C 1.34819 2.00921 -3.52727 0.07 -0.21 -0.02
H 1.16031 3.08394 -3.57801 -0.04 0.04 -0.06
C 2.79189 1.76181 -3.08007 -0.06 -0.01 0.05
C 3.01405 1.74622 -1.56596 0.03 0.22 -0.14
H 2.73834 0.76862 -1.17159 0.09 -0.10 0.05
C 2.27351 2.84240 -0.79544 -0.04 -0.17 0.16
H 2.23115 3.75238 -1.39499 0.02 0.13 -0.02
H 2.83971 3.07332 0.11039 -0.04 0.08 -0.01
H 4.08632 1.86039 -1.38897 -0.02 -0.11 0.06
H 3.12940 0.80023 -3.47355 0.05 0.02 -0.07
H 3.42271 2.53288 -3.52933 0.07 -0.05 -0.02
H 1.24326 1.62278 -4.54368 -0.01 0.10 -0.03
H -0.60205 1.16348 -3.23994 0.02 -0.08 0.04
H -0.37173 3.29152 -1.91887 -0.05 0.04 -0.04
H -1.08265 1.92825 -1.06188 -0.03 0.09 0.04
H 0.47659 3.27382 0.29888 0.08 -0.14 -0.14
H 0.02033 -2.54850 -2.23454 0.05 0.03 0.02
H -1.47672 -3.77420 -3.78348 0.04 -0.03 -0.08
H -3.83303 -4.16681 -3.11579 -0.06 -0.04 -0.05
H -4.65184 -3.35660 -0.97854 -0.08 0.01 0.05
H -4.81267 -3.26576 1.30846 0.03 0.05 -0.03
H -5.25232 -1.72196 0.51697 0.05 -0.03 0.02
```
Positions in Å, forces in eV/Å.

Properties
Spin multiplicity ... 1
Gap between HOMO and LUMO ... 8.8 eV
Charge ... 0
Highest occupied orbital energy ... -8.3 eV
Max |F| ... 0.61 eV/A
SMILES ... COc1ccccc1C(=O)N[C@H](CCSC)C(=O)NC1CCCCCC1

***

- Which of these has the highest max |F|?
  C20H30ClKO19